Entry 1:
Density functional theory data (ωB97M-V/def2-TZVPD) for a 2-piece molecular cluster, C3H7BrN2O overall.

Atoms and positions in Å:
C1 -0.37439 1.71748 -0.11091
C2 1.41193 -1.63016 0.08129
C3 0.26890 -0.92749 -0.63964
N1 -0.94476 2.32426 0.92089
N2 -0.61897 -0.27383 0.37081
O1 0.09263 1.84291 -1.16737
Br1 -2.46124 -0.56431 0.15262
H1 1.10466 -2.44993 0.65845
H2 2.06467 -2.20771 -0.70935
H3 2.06261 -0.98175 0.68520
H4 0.58229 -0.08962 -1.23802
H5 -0.38739 -1.59824 -1.37372
H6 -1.27567 1.77006 1.65032
H7 -1.52529 3.06832 0.71942

Forces on the atoms, in the same order (eV/Å):
C -1.3 -4.6 1.2
C 1.7 -0.7 -2.7
C -2.5 -0.7 -0.4
N 1.6 0.0 -1.1
N 1.4 2.4 -0.2
O 0.3 1.3 -0.2
Br 0.0 0.0 -0.3
H -0.9 -0.8 1.2
H -0.9 1.5 1.2
H -0.3 0.0 -0.3
H 0.7 -0.1 -0.7
H 1.6 1.0 1.7
H -0.4 -1.4 1.1
H -1.0 2.2 -0.5

Output
Highest occupied orbital energy (alpha / beta) = -8.2 / -8.2 eV
Energy relative to the best compared isomer or geometry (same formula, charge and spin) = 182.1 kJ/mol
Electronic energy = -78291.878 eV
Max |F| = 4.90 eV/A
Kohn-Sham gap (alpha / beta) = 8.64 / 8.64 eV
LUMO level (alpha / beta) = 0.40 / 0.40 eV

Results of the natural (NBO) charge analysis, in e, for atoms 1 through 5: atom 1 (C): 0.89, atom 2 (C): -0.61, atom 3 (C): -0.28, atom 4 (N): -0.81, atom 5 (N): -0.67

---

Entry 2:
Density functional theory data (ωB97M-V/def2-TZVPD) for the molecule C9H14N2O7.

Atoms and positions in Å:
N1 3.72483 1.06902 -0.31488
C1 2.55098 0.30186 -0.46658
C2 2.40209 -0.63500 0.61716
C3 1.49163 -1.85711 0.51465
O1 0.73318 -2.28224 1.34560
O2 1.36467 -2.26823 -0.80136
C4 1.27432 1.11441 -0.48876
O3 1.33188 2.39430 -0.30912
N2 0.18233 0.39974 -0.69214
C5 -0.99158 1.22902 -0.70772
C6 -2.36045 0.69832 -1.16172
C7 -2.97866 -0.44021 -0.31165
C8 -1.98236 -1.51763 -0.22112
O4 -1.47221 -2.06790 -1.15854
O5 -1.70823 -1.80031 1.09661
C9 -1.18534 1.92126 0.57230
O6 -1.79869 3.02730 0.69346
O7 -0.67194 1.14004 1.59835
H1 3.85232 1.76828 -1.08255
H2 3.65727 1.49984 0.62159
H3 2.58335 -0.21851 -1.52388
H4 2.32852 -0.18978 1.57963
H5 3.46762 -1.16810 0.79216
H6 0.75928 -3.08967 -1.00100
H7 0.24370 -0.63900 -0.98136
H8 -0.75591 1.96293 -1.47224
H9 -2.29249 0.10804 -2.07377
H10 -3.22946 1.54577 -1.13794
H11 -3.45900 -0.32248 0.74995
H12 -3.86729 -0.84048 -0.86727
H13 -0.94644 -2.43235 1.28579
H14 -1.24451 1.70110 2.36057

Forces on the atoms, in the same order (eV/Å):
N 1.1 0.9 0.2
C -0.8 0.2 -4.3
C 3.4 -5.1 2.1
C -2.0 0.8 -1.8
O 1.5 -0.4 0.7
O -0.1 -1.7 -0.2
C 2.1 4.2 0.2
O -0.9 -4.4 -0.5
N -1.0 -2.1 -0.6
C -1.1 0.6 -2.2
C -2.6 0.0 1.2
C -2.4 -0.2 1.6
C 0.3 -1.3 2.7
O 0.6 -0.4 -0.6
O -0.2 -0.4 -0.9
C -1.0 3.1 1.2
O 2.2 -4.6 0.2
O -4.0 4.3 2.2
H -0.4 -0.7 1.4
H 0.4 0.4 -1.0
H 0.0 0.6 2.0
H -0.9 0.6 0.8
H -1.9 1.0 -0.7
H 1.3 2.4 1.3
H -0.4 2.5 0.5
H -0.2 0.6 0.2
H 0.2 1.0 -0.7
H 2.7 -1.7 -0.6
H 1.4 0.7 -1.8
H 0.9 0.3 0.1
H -0.9 1.0 -1.0
H 2.6 -2.3 -2.0

Output
Highest occupied orbital energy = -9.7 eV
Energy relative to the best compared isomer or geometry (same formula, charge and spin) = 316.4 kJ/mol
Electronic energy = -26871.956 eV
Max |F| = 6.47 eV/A
Kohn-Sham gap = 10.08 eV
LUMO level = 0.42 eV
Structure (SMILES) = N[C@@H](CC(=O)O)C(=O)N[C@@H](CCC(=O)O)C(=O)O

Results of the natural (NBO) charge analysis, in e, for atoms 1 through 5: atom 1 (N): -0.81, atom 2 (C): -0.15, atom 3 (C): -0.52, atom 4 (C): 0.84, atom 5 (O): -0.61

---

Entry 3:
Density functional theory data (ωB97M-V/def2-TZVPD) for a 3-piece molecular cluster, C6H15NO2 overall.

Atoms and positions in Å:
C1 1.25194 0.64103 1.32993
C2 1.40751 -0.69840 0.83750
C3 -1.02909 1.12883 1.41325
C4 1.90120 1.79742 0.65026
H1 1.11921 0.76011 2.39805
H2 1.43272 2.74330 0.92449
H3 1.54095 -1.43687 1.62623
H4 0.40502 -1.05396 0.13668
H5 2.19921 -0.78793 0.09657
H6 -0.86947 2.06393 1.94090
H7 -1.12063 0.28740 2.09090
H8 -1.96643 1.17055 0.84960
H9 2.94469 1.82770 0.98926
H10 1.86538 1.68703 -0.43084
C5 -1.49307 -2.44758 -1.23966
C6 -0.80545 -0.18795 -1.60073
O1 -0.28191 0.91690 -1.27960
O2 -1.19120 -0.35459 -2.90921
N1 -0.84398 -1.22485 -0.80832
H11 -0.43333 1.03327 0.38658
H12 -1.01843 0.48676 -3.35087
H13 -1.76021 -3.04371 -0.36571
H14 -2.41655 -2.27124 -1.79575
H15 -0.83811 -3.03716 -1.88950

Forces on the atoms, in the same order (eV/Å):
C 1.2 -1.1 -0.3
C -0.1 0.4 0.0
C -0.1 0.1 -1.1
C -0.5 0.1 -0.1
H -0.4 0.1 -0.1
H 0.1 0.0 0.0
H -0.3 0.0 0.0
H -0.3 0.2 0.1
H -0.1 0.2 -0.2
H 0.0 0.0 0.0
H 0.3 -0.1 -0.1
H -0.2 0.2 0.3
H -0.1 -0.1 0.0
H 0.1 -0.1 0.0
C 0.2 -0.1 -0.1
C 1.4 0.2 -0.3
O -0.3 -0.3 -0.5
O -0.4 0.0 0.3
N -0.1 0.2 0.6
H -0.2 -0.1 1.3
H 0.0 0.0 0.2
H 0.1 0.0 0.0
H 0.0 0.2 0.0
H -0.1 -0.1 0.0

Output
Highest occupied orbital energy = -8.3 eV
Energy relative to the best compared isomer or geometry (same formula, charge and spin) = 421.3 kJ/mol
Electronic energy = -12047.045 eV
Max |F| = 1.63 eV/A
Kohn-Sham gap = 7.95 eV
LUMO level = -0.35 eV

Results of the natural (NBO) charge analysis, in e, for atoms 1 through 5: atom 1 (C): 0.24, atom 2 (C): -0.80, atom 3 (C): -0.91, atom 4 (C): -0.71, atom 5 (H): 0.20

---

Entry 4:
Density functional theory data (ωB97M-V/def2-TZVPD) for a 2-piece molecular cluster, C44H39N3O3 overall.

Atoms and positions in Å:
C1 -5.16988 0.13983 0.14791
C2 -4.07699 0.78549 0.72828
C3 -2.84413 0.14499 0.84807
C4 -2.69413 -1.19724 0.44053
C5 -1.43480 -1.94446 0.58106
C6 -0.27922 -1.43683 1.37876
C7 1.08618 -1.98961 1.05812
C8 1.40447 -2.62884 -0.14816
C9 2.65479 -3.21563 -0.34829
C10 3.63796 -3.07999 0.63677
C11 3.40013 -2.26663 1.75404
C12 2.14335 -1.68744 1.94639
O1 -0.38861 -0.54276 2.23961
C13 -1.54231 -3.44034 0.58803
C14 -2.77742 -4.12873 1.15983
C15 -3.63693 -3.57090 2.12128
C16 -4.82968 -4.21313 2.47028
C17 -5.14198 -5.46524 1.93092
C18 -4.25031 -6.07224 1.03892
C19 -3.07782 -5.40708 0.66075
O2 -0.68732 -4.17983 0.09099
C20 -3.79276 -1.79929 -0.22779
C21 -4.99153 -1.12499 -0.41619
H1 -6.14732 0.61086 0.11197
H2 -4.17591 1.79421 1.12405
H3 -1.99715 0.63544 1.32922
H4 0.68715 -2.68592 -0.95874
H5 2.83195 -3.78594 -1.25958
H6 4.58914 -3.59586 0.52798
H7 4.17695 -2.09901 2.49942
H8 1.94998 -1.04017 2.80499
H9 -3.36992 -2.61820 2.57632
H10 -5.51512 -3.72653 3.16851
H11 -6.06420 -5.97514 2.22192
H12 -4.45643 -7.06662 0.64282
H13 -2.38440 -5.88660 -0.02957
H14 -3.73160 -2.84465 -0.56259
H15 -5.79221 -1.63152 -0.95985
C22 4.38984 4.22967 -1.78250
N1 3.64401 3.27528 -0.99859
C23 3.63908 3.34984 0.37373
O3 4.36023 4.05820 1.07057
C24 2.59679 2.34674 0.87168
C25 1.49647 2.99035 1.73536
C26 2.04617 3.47342 3.06049
C27 1.98611 4.82942 3.40243
C28 2.57837 5.27826 4.58564
C29 3.20147 4.36544 5.44843
C30 3.22335 3.00211 5.12452
C31 2.62478 2.55350 3.94174
N2 2.08896 1.78299 -0.38728
C32 1.16473 0.80360 -0.38893
C33 0.35465 0.48115 -1.47015
C34 -0.45710 -0.62932 -1.61494
C35 -1.05017 -0.94780 -2.88075
C36 -2.13228 -1.85780 -2.98698
C37 -2.95331 -1.85267 -4.10199
C38 -2.61599 -1.06075 -5.21364
C39 -3.44130 -1.02439 -6.38546
N3 -4.08608 -0.98028 -7.36145
C40 -1.42363 -0.32602 -5.20498
C41 -0.61178 -0.32326 -4.07989
C42 2.51348 2.54584 -1.55931
C43 1.41993 3.53146 -1.99665
C44 2.98007 1.66403 -2.71922
H16 5.19268 4.66323 -1.18088
H17 4.81441 3.72396 -2.65175
H18 3.74114 5.03406 -2.15375
H19 3.09258 1.53351 1.43808
H20 1.06512 3.83426 1.16485
H21 0.70152 2.23879 1.90399
H22 1.50513 5.52964 2.71379
H23 2.56003 6.34192 4.83148
H24 3.66954 4.71206 6.37192
H25 3.70762 2.27933 5.78379
H26 2.62168 1.49238 3.67387
H27 1.07783 0.28804 0.56573
H28 0.34689 1.19967 -2.29004
H29 -0.67758 -1.31051 -0.78541
H30 -2.34242 -2.52546 -2.15307
H31 -3.86328 -2.45015 -4.12103
H32 -1.14662 0.25295 -6.08906
H33 0.35165 0.18668 -4.10770
H34 1.20506 4.24170 -1.18699
H35 1.73930 4.07086 -2.89570
H36 0.49584 3.00379 -2.22549
H37 3.89892 1.13839 -2.43139
H38 2.22854 0.91592 -2.96873
H39 3.16566 2.28254 -3.60539

Forces on the atoms, in the same order (eV/Å):
C 0.1 0.1 -0.3
C 0.0 -0.2 0.0
C -0.1 -0.2 0.0
C -0.2 0.0 0.2
C 0.0 -1.2 2.3
C -1.5 -0.4 -0.4
C 0.7 0.6 0.2
C 0.1 -0.2 0.0
C 0.1 0.3 0.5
C -0.2 0.1 -0.1
C -0.3 0.1 -0.1
C -0.1 -0.7 -0.2
O 0.5 -0.1 -0.8
C 0.5 0.1 -0.8
C -0.3 -0.5 0.3
C 0.1 -0.2 -0.2
C 0.3 0.0 0.0
C 0.2 0.1 -0.1
C 0.2 0.3 0.2
C -0.3 0.0 0.1
O -0.5 0.1 0.5
C 0.1 0.2 -0.2
C 0.1 -0.2 0.4
H 0.2 0.1 -0.1
H -0.1 -0.2 -0.1
H -0.4 -0.1 -0.1
H 0.1 -0.2 0.4
H 0.1 0.2 0.2
H -0.1 0.2 0.0
H -0.1 -0.1 -0.2
H -0.1 -0.4 -0.2
H -0.2 -0.1 -0.2
H 0.3 -0.2 -0.2
H 0.3 0.2 -0.1
H 0.0 0.3 0.1
H -0.1 0.2 0.1
H 0.0 0.7 0.0
H 0.1 0.2 0.3
C 0.0 0.1 -0.5
N 0.1 0.3 0.8
C 0.8 0.4 0.6
O -1.1 -0.9 -1.1
C 0.5 -0.5 0.3
C -0.2 0.1 -0.2
C -0.1 0.1 0.2
C 0.3 -0.3 0.1
C 0.0 -0.3 0.1
C -0.1 -0.1 -0.3
C -0.2 0.1 -0.2
C 0.2 0.4 0.1
N -1.7 -1.5 0.1
C 1.2 1.3 1.0
C -1.0 -0.2 -1.4
C 1.6 0.8 -0.5
C -0.3 0.0 -1.5
C 0.2 0.5 0.5
C 0.1 -0.1 -0.5
C 0.2 -0.1 0.7
C -1.5 0.1 -2.1
N 1.4 -0.1 2.1
C 0.4 0.0 -0.2
C -0.6 0.2 0.3
C 0.1 0.7 -0.5
C -0.1 0.1 0.0
C 0.2 -0.2 0.2
H -0.3 -0.2 0.0
H 0.1 0.1 0.1
H 0.1 0.0 0.2
H -0.1 0.5 -0.2
H 0.1 -0.3 0.3
H 0.3 0.3 -0.1
H 0.2 -0.2 0.3
H 0.0 -0.3 0.0
H -0.1 -0.1 -0.3
H -0.2 0.3 -0.1
H 0.1 0.3 0.2
H -0.1 0.2 -0.1
H 0.1 -0.5 0.2
H 0.2 -0.1 0.0
H -0.1 0.4 -0.1
H 0.3 0.0 0.0
H 0.0 -0.3 0.3
H -0.4 0.0 0.0
H 0.1 -0.1 -0.2
H -0.1 0.0 0.2
H 0.0 0.2 -0.1
H -0.2 0.1 -0.1
H 0.2 0.1 -0.1
H 0.0 -0.2 0.2

Output
Highest occupied orbital energy = -6.6 eV
Energy relative to the best compared isomer or geometry (same formula, charge and spin) = 39.5 kJ/mol
Electronic energy = -56870.798 eV
Max |F| = 2.63 eV/A
Kohn-Sham gap = 4.41 eV
LUMO level = -2.24 eV

Results of the Mulliken charge analysis, in e, for atoms 1 through 5: atom 1 (C): -0.74, atom 2 (C): -0.61, atom 3 (C): -0.55, atom 4 (C): 0.70, atom 5 (C): 1.60